# 1
C40H45CoN9OS3 | wB97M-V/def2-TZVPD

The gap between HOMO and LUMO (alpha / beta) comes out at 7.4 / 8.1 eV. The maximum force is 0.0363 Eh/bohr. Its expectation value of S² is 0.77. The spin multiplicity is 2. Its total charge is +2. The energy comes out at -127792.431 eV.

Positions of all 99 atoms, in Å:
Co -1.8135 0.6066 1.6669
C -0.4098 3.4698 1.8782
C 0.8303 2.6528 1.5074
C 0.6266 1.8554 0.2488
C 1.5430 1.9865 -0.7907
C 1.3520 1.2904 -1.9716
C 0.2379 0.4786 -2.0788
C -0.6267 0.4004 -1.0051
N -0.4469 1.0651 0.1350
N -1.4832 2.6757 2.4753
C -1.2341 2.4170 3.9020
C -0.3637 1.2070 4.1091
C 0.5441 1.1237 5.1567
C 1.3244 -0.0124 5.2878
C 1.1847 -1.0250 4.3525
C 0.2549 -0.8695 3.3404
N -0.5141 0.2103 3.2288
C -2.7672 3.3574 2.3098
C -3.9012 2.4494 2.6904
C -5.0907 2.9648 3.1867
C -6.1180 2.0941 3.5068
C -5.9143 0.7350 3.3167
C -4.6979 0.3072 2.8170
N -3.7095 1.1413 2.5010
H -0.1111 4.2753 2.5631
H -0.7903 3.9298 0.9637
H 1.6574 3.3453 1.3494
H 1.1142 1.9948 2.3294
H 2.3983 2.6323 -0.6697
H 2.0467 1.3955 -2.7899
H 0.0353 -0.0955 -2.9671
H -1.5053 -0.2186 -1.0731
H -0.7879 3.2938 4.3901
H -2.1975 2.2171 4.3841
H 0.6500 1.9425 5.8497
H 2.0517 -0.0954 6.0798
H 1.8000 -1.9068 4.4055
H 0.1244 -1.6150 2.5662
H -2.8153 4.2901 2.8894
H -2.8986 3.6011 1.2500
H -5.1995 4.0304 3.3283
H -7.0499 2.4688 3.8974
H -6.6847 0.0196 3.5546
H -4.5106 -0.7465 2.6718
S -3.3980 -3.6462 0.5985
C -3.9645 -2.4011 -0.4313
C -3.4514 -1.2041 -0.0564
N -2.6147 -1.2535 1.0196
C -2.5047 -2.4719 1.4653
H -4.6368 -2.6138 -1.2367
H -3.6755 -0.2607 -0.5222
H -1.9226 -2.7585 2.3197
N -3.9805 4.8423 -1.3003
C -3.4532 3.7154 -1.8244
S -3.6025 2.2808 -0.9723
N -2.7582 3.8411 -2.9608
C -2.1776 2.8246 -3.7502
C -0.9757 3.1011 -4.3925
C -0.4069 2.1616 -5.2323
C -1.0386 0.9468 -5.4446
C -2.2441 0.6801 -4.8168
C -2.8183 1.6129 -3.9705
H -4.6574 4.7373 -0.5618
H -4.0345 5.6878 -1.8459
H -2.6031 4.7818 -3.3069
H -0.4937 4.0561 -4.2436
H 0.5222 2.3902 -5.7325
H -0.5975 0.2196 -6.1103
H -2.7618 -0.2461 -5.0126
H -3.7762 1.4137 -3.5189
C 4.1097 -6.0250 -3.3426
C 3.6372 -4.6661 -2.8422
C 3.2918 -4.6913 -1.3501
N 2.2686 -3.6968 -1.0823
C 1.9243 -3.0438 0.0203
S 0.3882 -2.3800 0.1139
N 2.7248 -2.8981 1.1211
C 4.0810 -2.6036 1.3087
O 4.4807 -2.5095 2.4408
C 4.9007 -2.3780 0.1015
C 4.4772 -1.5269 -0.9164
C 5.3030 -1.3021 -2.0031
C 6.5325 -1.9387 -2.0897
C 6.9585 -2.7783 -1.0730
C 6.1557 -2.9797 0.0329
H 4.3518 -5.9717 -4.4003
H 3.3244 -6.7670 -3.2174
H 4.9925 -6.3552 -2.8032
H 2.7422 -4.3868 -3.4043
H 4.3964 -3.9061 -3.0314
H 4.1756 -4.5102 -0.7411
H 2.8829 -5.6756 -1.0847
H 1.5298 -3.7112 -1.7783
H 2.1996 -2.7705 1.9822
H 3.5215 -1.0223 -0.8428
H 4.9854 -0.6310 -2.7870
H 7.1657 -1.7690 -2.9465
H 7.9158 -3.2715 -1.1361
H 6.4736 -3.6113 0.8476

***

# 2
C3H6Cl2N2 | wB97M-V/def2-TZVPD

The gap between HOMO and LUMO comes out at 9.8 eV. The maximum force is 0.0574 Eh/bohr. The spin multiplicity is 1. Its SMILES is CN/N=C\C(Cl)Cl. The energy comes out at -31231.016 eV.

Positions of all 13 atoms, in Å:
C 0.2156 0.3585 1.7783
N 0.9834 0.4322 0.5028
N 0.2893 1.1645 -0.4859
C -0.4113 0.4687 -1.2979
C -0.3324 -1.0933 -1.2602
Cl -1.9333 -1.7580 -0.5809
Cl -0.1227 -1.8471 -2.8848
H -0.4011 -0.6461 1.8505
H -0.4529 1.2909 1.7461
H 0.9823 0.5810 2.5544
H 1.7372 1.1766 0.6573
H -1.0048 1.1214 -2.0288
H 0.4506 -1.2492 -0.5509

***

# 3
C5H10O | wB97M-V/def2-TZVPD

The gap between HOMO and LUMO comes out at 11.1 eV. The maximum force is 0.0165 Eh/bohr. The spin multiplicity is 1. Its SMILES is CC[C@@]1(C)CO1. The energy comes out at -7393.115 eV.

Positions of all 16 atoms, in Å:
C 1.5960 0.6226 0.6125
C 0.8933 0.2038 -0.7083
C -0.5708 -0.1569 -0.4698
C -0.9829 -1.5882 -0.0942
C -1.2229 0.9739 0.1768
O -1.6445 0.5500 -1.1045
H 1.4135 -0.0873 1.4306
H 1.2920 1.6135 0.9834
H 2.6795 0.6693 0.4621
H 1.4248 -0.6491 -1.1289
H 0.9455 1.0428 -1.4136
H -1.7587 -1.9921 -0.7641
H -0.1399 -2.2892 -0.1185
H -1.4119 -1.5968 0.9148
H -0.7338 1.9502 0.1516
H -1.7791 0.7336 1.0702

***

# 4
C49H42Br4N5O5S2SbSiTi | wB97M-V/def2-TZVPD

The gap between HOMO and LUMO (alpha / beta) comes out at 5.6 / 6.0 eV. The maximum force is 0.0239 Eh/bohr. Its expectation value of S² is 2.02. The spin multiplicity is 3. Its total charge is -2. The energy comes out at -408559.668 eV.

Positions of all 110 atoms, in Å:
Ti -0.2900 0.2208 0.7943
N 3.0543 -3.5366 6.4218
C 2.2867 -2.5714 5.7468
C 2.0043 -2.7188 4.3944
C 1.2163 -1.7878 3.7326
C 0.7195 -0.7009 4.4361
C 0.9912 -0.5419 5.7840
C 1.7680 -1.4812 6.4418
S -0.3103 0.4661 3.5993
O -1.0490 1.1902 4.5919
O -1.0846 -0.3843 2.6654
N 0.5117 1.3621 2.5632
C 1.8045 1.7605 2.8993
N 2.2193 1.7610 4.1680
C 3.4703 2.1308 4.3879
C 4.3336 2.5187 3.3809
C 3.7936 2.4909 2.1003
N 2.5581 2.1245 1.8550
H 3.6646 -4.0623 5.8153
H 3.5610 -3.1720 7.2132
H 2.4047 -3.5651 3.8458
H 1.0196 -1.9024 2.6730
H 0.6000 0.3228 6.3037
H 1.9815 -1.3695 7.5004
H 3.7958 2.1141 5.4258
H 5.3545 2.8149 3.5739
H 4.3883 2.7695 1.2334
Br 4.3752 1.1941 -4.2546
C 3.5800 0.7334 -2.5923
C 4.3427 0.2514 -1.5423
Br 6.2301 0.0704 -1.7010
C 3.7248 -0.1070 -0.3338
Br 4.6545 -0.8604 1.1385
C 2.3439 0.0030 -0.1549
O 1.7121 -0.3965 0.8903
C 1.5630 0.5435 -1.2325
O 0.2503 0.5971 -1.0282
C 2.1774 0.8634 -2.4246
Br 1.0406 1.4729 -3.8023
C -4.6589 0.5790 2.1797
Si -3.6019 -0.2760 0.8543
C -4.6072 -0.6693 -0.6764
C -3.4374 -1.9820 1.5983
N -2.2724 0.8262 0.4611
C -2.6277 2.1302 0.1258
C -3.9448 2.5518 -0.1709
C -4.2882 3.8400 -0.5605
C -3.3140 4.8115 -0.6931
C -1.9985 4.4565 -0.4071
C -1.6751 3.1776 0.0037
O -0.3603 2.8431 0.2798
C 0.5490 3.8604 0.4376
C 0.5371 4.6128 1.5975
C 1.5238 5.5713 1.7870
C 2.5035 5.7682 0.8190
C 2.4894 5.0024 -0.3435
C 1.5024 4.0440 -0.5426
H -5.1105 -0.1742 2.8319
H -5.4574 1.2245 1.8050
H -3.9999 1.2054 2.7934
H -5.4619 -1.3003 -0.3983
H -3.9661 -1.2523 -1.3470
H -4.9726 0.1822 -1.2514
H -4.4470 -2.1812 1.9812
H -2.7278 -2.0477 2.4242
H -3.1646 -2.7370 0.8636
H -4.7361 1.8265 -0.1081
H -5.3283 4.0677 -0.7685
H -3.5514 5.8189 -1.0131
H -1.2124 5.1925 -0.5093
H -0.2194 4.4121 2.3466
H 1.5353 6.1531 2.7015
H 3.2770 6.5110 0.9716
H 3.2535 5.1389 -1.0998
H 1.4796 3.4128 -1.4233
S -0.6464 -2.1260 0.0698
Sb -0.5230 -1.9748 -2.2954
C -2.3081 -0.4184 -3.7386
C -2.4602 -0.5770 -5.0987
C -2.8740 0.5299 -5.8454
C -3.1027 1.7509 -5.2156
C -2.9166 1.8747 -3.8380
C -2.5015 0.7785 -3.0879
C -1.2467 -4.0120 -2.6013
C -0.4470 -5.1568 -2.6282
C -1.0168 -6.4258 -2.7038
C -2.3979 -6.5777 -2.7542
C -3.2089 -5.4496 -2.7375
C -2.6344 -4.1847 -2.6656
C 1.5460 -2.5291 -2.6158
C 2.3465 -3.0146 -1.5848
C 3.6814 -3.3310 -1.8186
C 4.2319 -3.1607 -3.0841
C 3.4429 -2.6694 -4.1163
C 2.1091 -2.3543 -3.8771
H -2.2628 -1.5270 -5.5881
H -3.0109 0.4378 -6.9181
H -3.4108 2.6102 -5.8005
H -3.0734 2.8260 -3.3384
H -2.3148 0.8693 -2.0241
H 0.6324 -5.0660 -2.5843
H -0.3757 -7.3008 -2.7157
H -2.8403 -7.5667 -2.8022
H -4.2883 -5.5519 -2.7729
H -3.2868 -3.3148 -2.6522
H 1.9237 -3.1040 -0.5876
H 4.3006 -3.6804 -0.9994
H 5.2798 -3.3795 -3.2559
H 3.8707 -2.5034 -5.0983
H 1.5123 -1.9396 -4.6851

***

# 5
C4H9NO | wB97M-V/def2-TZVPD

The gap between HOMO and LUMO comes out at 10.0 eV. The maximum force is 0.0116 Eh/bohr. The spin multiplicity is 1. Its SMILES is CC(C)=N.C=O. The energy comes out at -7830.276 eV.

Positions of all 15 atoms, in Å:
C -1.1382 -0.0392 0.8865
C -0.4183 -0.0040 -0.4326
C -1.2683 0.0387 -1.6673
N 0.8374 0.1763 -0.4681
H -1.8934 -0.8309 0.9328
H -1.6679 0.9197 0.9578
H -0.4487 -0.1109 1.7309
H -0.6584 -0.0569 -2.5707
H -1.7563 1.0188 -1.6721
H -2.0438 -0.7312 -1.6700
H 1.1661 0.3301 -1.4205
C 2.3222 -0.1799 1.3256
O 1.9188 0.0794 2.4357
H 2.0897 -1.1566 0.8585
H 2.9592 0.5466 0.7734

***

# 6
C55H69N2O2 | wB97M-V/def2-TZVPD

The gap between HOMO and LUMO comes out at 4.3 eV. The maximum force is 0.0395 Eh/bohr. The spin multiplicity is 1. Its total charge is +1. The energy comes out at -65220.766 eV.

Positions of all 128 atoms, in Å:
C 5.2152 -1.3690 -8.3137
O 3.9093 -0.7668 -8.2366
C 3.1857 -0.9484 -7.0978
C 2.0362 -0.1363 -6.9473
C 1.2879 -0.2029 -5.7968
C 1.5839 -1.1386 -4.7564
C 0.7403 -1.2157 -3.5999
C 0.9253 -2.0752 -2.5175
C -0.0365 -2.3236 -1.5236
C -0.1193 -3.6453 -0.9640
C -1.3343 -4.3831 -0.9326
C -1.3432 -5.7195 -0.6156
C -0.1350 -6.3499 -0.2116
O -0.2169 -7.6487 0.1811
C 1.0133 -8.3480 0.4863
C 1.0859 -5.6287 -0.2278
C 1.0745 -4.2908 -0.5643
C 2.7206 -1.9760 -4.9465
C 3.5311 -1.8580 -6.0663
H 5.6749 -0.8987 -9.1837
H 5.7988 -1.1629 -7.4027
H 5.1395 -2.4550 -8.4743
H 1.7936 0.5370 -7.7664
H 0.4238 0.4535 -5.6839
H -0.1569 -0.5904 -3.6091
H 1.8494 -2.6615 -2.4502
H -0.8815 -1.6564 -1.4081
H -2.2572 -3.8763 -1.2217
H -2.2636 -6.3056 -0.6211
H 0.6853 -9.3544 0.7342
H 1.6830 -8.3614 -0.3812
H 1.5346 -7.9059 1.3448
H 2.0163 -6.1302 0.0539
H 2.0053 -3.7202 -0.5423
H 2.9691 -2.7458 -4.2150
H 4.4355 -2.4659 -6.1644
C 2.3171 0.0416 -0.8443
C 2.9745 1.3476 -0.4490
C 4.4294 1.2617 -0.9396
C 2.3260 2.4909 -1.2148
C 2.9000 1.5439 1.0924
C 4.0175 1.0819 1.8049
C 4.4366 1.7699 2.9304
C 3.6426 2.8209 3.3804
C 2.3037 2.9468 3.0044
C 1.4846 3.8990 3.9532
C 0.0404 3.4757 4.1316
C 1.5859 5.3440 3.4544
C 2.0407 3.8846 5.3903
C 1.8803 2.2296 1.8234
N 0.5027 2.2223 1.3752
C -0.1354 3.4659 0.9374
C -1.5976 3.1356 0.8599
N -1.6306 1.6691 0.9114
C -2.8666 0.9720 0.6527
C -3.2783 0.7461 -0.6995
C -2.5358 1.2156 -1.9926
C -2.8336 0.2850 -3.1817
C -1.0283 1.2148 -1.8501
C -3.0325 2.6097 -2.3876
C -4.4693 0.0446 -0.9195
C -5.1866 -0.5254 0.1208
C -4.8480 -0.2069 1.4220
C -3.7184 0.5551 1.7186
C -3.6239 0.9414 3.2249
C -4.1626 -0.1729 4.1416
C -4.5036 2.1831 3.4165
C -2.2167 1.1901 3.7094
C -0.3680 1.1527 1.1718
C -0.0306 -0.2017 1.2234
C -0.9007 -1.3009 1.6147
C -2.0227 -1.7384 0.8795
C -2.8192 -2.7894 1.3221
C -2.5365 -3.4200 2.5360
C -1.3852 -3.0585 3.2464
C -0.5529 -2.0539 2.7641
H 1.2323 0.0894 -0.7144
H 2.5095 -0.1700 -1.9022
H 2.6817 -0.8067 -0.2480
H 4.9893 2.1658 -0.6735
H 4.9509 0.3802 -0.5518
H 4.4365 1.1809 -2.0354
H 2.7496 3.4554 -0.9048
H 2.5102 2.3617 -2.2923
H 1.2457 2.5061 -1.0660
H 4.6264 0.2647 1.4183
H 5.3822 1.5417 3.4191
H 4.0659 3.5183 4.1041
H -0.0073 2.4223 4.4271
H -0.4183 4.0731 4.9331
H -0.5650 3.6403 3.2415
H 2.6275 5.6872 3.4835
H 1.2314 5.4664 2.4260
H 0.9905 6.0014 4.1024
H 2.9923 4.4144 5.4964
H 1.3285 4.3931 6.0533
H 2.1579 2.8613 5.7621
H 0.0855 4.2855 1.6245
H 0.2508 3.7788 -0.0459
H -2.1877 3.5544 1.6923
H -2.0578 3.5103 -0.0608
H -3.8863 0.3140 -3.4876
H -2.2452 0.6050 -4.0544
H -2.5638 -0.7539 -2.9478
H -0.6840 1.9283 -1.1078
H -0.6644 0.2240 -1.5613
H -0.5519 1.4920 -2.8027
H -2.8478 3.3506 -1.6041
H -2.5209 2.9436 -3.3009
H -4.1126 2.5814 -2.5777
H -4.8628 -0.0860 -1.9280
H -6.0381 -1.1763 -0.0774
H -5.5047 -0.5574 2.2186
H -3.7031 -1.1410 3.8983
H -3.9135 0.0642 5.1861
H -5.2551 -0.2587 4.0919
H -4.1785 3.0085 2.7692
H -5.5435 1.9435 3.1552
H -4.4720 2.5174 4.4631
H -1.7366 1.9503 3.1086
H -2.2353 1.5500 4.7475
H -1.6178 0.2733 3.6632
H 1.0352 -0.3747 1.3676
H -2.2636 -1.2214 -0.0504
H -3.6611 -3.1237 0.7070
H -3.2044 -4.2034 2.9045
H -1.1314 -3.5786 4.1721
H 0.3821 -1.7958 3.2653

***

Ordered ΔE to the lowest compared entry with this formula, charge and spin results: 26.6, 21.4, 38.0, 0.0, 47.1, 1.2; unit kcal per mole.